This record from the OMol25 dataset describes a molecular structure, C57H49KN6S at a distorted geometry. The level of theory is ωB97M-V with the def2-TZVPD basis set.

The HOMO-LUMO gap (alpha / beta) is 0.1825 / 0.1824 Eh. The energy above the lowest of the compared OMol25 structures with the same formula, charge and spin comes out at 0.0 kcal/mol. As for the HOMO energy (alpha / beta): -1.3033 / -1.3032 eV. For the largest force on an atom, the calculation gives 5.59 eV/A. The charge is -2. Its total energy is -96003.7043 eV.

Last column: Löwdin charge in e.
Cartesian coordinates (Å):
1 H -4.528 -2.618 -0.695  0.1153
2 H -5.078 1.289 -1.659  0.0943
3 H 2.311 2.237 -0.773  0.0320
4 H -2.858 0.245 5.570  0.1081
5 C 2.226 1.172 2.550  -0.2812
6 H -0.140 2.692 -5.703  0.0682
7 C 5.346 -5.575 -3.140  -0.1098
8 C -4.193 -6.000 0.952  -0.0977
9 H -2.166 -5.272 1.448  0.1311
10 H -0.905 3.958 0.607  0.0403
11 N -4.379 0.667 -1.918  0.0444
12 H -4.328 1.756 6.908  0.1110
13 H 5.993 -5.999 -1.112  0.0718
14 N 2.619 -1.108 0.534  0.0614
15 C 3.563 -0.199 0.860  -0.2333
16 C 2.074 2.242 3.566  -0.0093
17 H 4.941 -1.915 -1.652  0.1273
18 C -2.095 3.073 3.953  -0.0364
19 H -1.398 3.476 3.168  0.1270
20 C 5.394 -5.404 -1.732  -0.0591
21 H -6.324 -6.270 0.592  0.1049
22 C -0.761 3.706 -1.501  -0.2541
23 C 1.601 2.977 -0.501  -0.0609
24 H 4.753 1.777 3.868  0.1120
25 H 6.423 3.625 4.094  0.1162
26 H 1.137 0.703 -3.910  0.0681
27 H 2.730 -3.646 -3.953  0.1342
28 C -0.912 -3.330 -0.241  -0.2802
29 H -4.668 -1.862 1.893  0.1347
30 H -4.450 4.137 6.187  0.0860
31 H -4.176 -6.965 1.484  0.1027
32 H -2.437 4.893 -4.059  0.0546
33 N 0.229 -2.625 -0.251  0.0502
34 C 0.194 1.159 3.229  -0.2240
35 C -1.179 0.805 3.385  -0.0418
36 H 2.105 0.653 -2.447  0.0499
37 C 3.447 -3.853 -1.823  -0.2160
38 C -2.881 1.291 5.286  -0.0773
39 C -5.549 -4.456 -0.201  -0.1051
40 C -2.498 4.220 -3.208  -0.0890
41 H 0.304 2.810 4.785  0.1268
42 C -3.848 3.458 5.594  -0.1312
43 S -5.895 -0.050 -4.048  0.4139
44 H -1.842 2.498 -5.278  0.0360
45 C -0.864 2.245 -4.953  -0.0728
46 C -1.305 3.497 -2.753  -0.3279
47 C -2.921 3.922 4.699  -0.1118
48 C -0.576 2.563 -3.481  -0.2546
49 C 4.739 -0.499 0.083  -0.0664
50 H -2.919 5.022 4.532  0.1069
51 H -2.305 -1.341 -1.730  0.0862
52 C 0.430 2.927 -1.437  -0.2947
53 C -2.171 -2.909 0.417  -0.0371
54 H 0.923 -5.389 -2.125  0.0881
55 C -1.994 1.703 4.270  -0.1885
56 C 3.096 -2.025 -0.395  -0.2379
57 C -2.398 -1.782 1.206  -0.2715
58 H -1.537 -5.329 -1.092  0.0956
59 C -1.189 4.505 -0.279  -0.0641
60 C -3.754 2.110 5.998  -0.0961
61 H -3.003 0.321 -0.363  0.0968
62 C 4.450 1.925 1.769  -0.2238
63 C -3.327 -0.492 2.837  -0.0134
64 C 4.475 -1.493 -0.709  -0.0303
65 C -4.481 0.026 -3.102  -0.9481
66 H -1.450 -0.123 -2.763  0.1010
67 C 5.963 3.361 3.083  -0.1130
68 C 1.092 -3.340 -1.028  -0.2389
69 N -3.385 -0.644 -3.331  0.0356
70 H 4.518 2.301 -0.317  0.1250
71 N 1.105 0.546 2.345  0.1056
72 C 0.521 2.205 -2.647  -0.2854
73 C 3.451 -4.059 -3.194  -0.0449
74 C -0.761 -4.570 -0.940  -0.0567
75 C -1.896 -0.174 2.610  -0.2645
76 H -3.316 -1.203 -4.125  0.1099
77 H 7.100 4.865 2.024  0.1101
78 H 4.362 -4.847 -4.934  0.1091
79 H -2.267 4.712 -0.153  0.0569
80 H -2.962 4.875 -2.358  0.0910
81 N -1.388 -0.947 1.688  0.0915
82 K 0.301 -0.030 -0.303  0.7185
83 C 4.938 2.590 0.680  -0.0635
84 H -0.665 1.143 -5.192  0.0644
85 H 6.233 4.100 -0.213  0.1068
86 H 4.350 -4.597 -0.087  0.1118
87 C 0.547 -4.642 -1.431  -0.0106
88 C -3.123 -5.127 0.964  -0.0576
89 C 3.392 0.935 1.748  -0.0693
90 C -5.408 -5.672 0.419  -0.1242
91 H 5.999 -6.278 -3.647  0.0877
92 C -2.974 0.677 -1.388  -0.0537
93 C 0.829 2.150 4.033  -0.0491
94 C 5.024 2.330 2.973  -0.0592
95 C 1.672 1.354 -3.184  -0.0572
96 C 5.882 3.611 0.715  -0.0943
97 C -3.277 -3.930 0.381  -0.2151
98 H -3.386 3.675 -3.471  0.0434
99 H 1.250 2.855 0.582  0.0921
100 C -4.505 -3.587 -0.223  -0.0356
101 H -3.988 -0.051 3.570  0.0834
102 H 5.628 0.186 0.035  0.1173
103 C 4.422 -4.569 -1.145  -0.0346
104 H -6.489 -4.067 -0.588  0.1066
105 H -0.693 5.490 -0.278  0.0661
106 C 4.413 -4.836 -3.813  -0.1366
107 C 6.347 4.013 1.946  -0.1587
108 H -2.562 1.637 -1.435  0.0837
109 H 2.034 3.960 -0.627  0.0767
110 H 2.474 1.889 -3.611  0.0480
111 C 2.496 -3.004 -1.071  -0.1024
112 C -3.563 -1.520 1.980  -0.0578
113 C -2.367 -0.440 -2.298  -0.0902
114 H 2.810 2.924 3.919  0.0809